Molecular formula: CH3OS
Method: DFT, the ωB97M-V functional and the def2-TZVPD basis

The geometry in XYZ format:
```
6
Properties=species:S:1:pos:R:3:lowdin_charge:R:1
S -1.5554 -1.0871 -1.1299 -0.288
H -0.9331 -2.2468 -0.9011 -0.481
O 0.8825 0.3736 1.5591 -0.073
C 0.6074 0.8325 0.4782 -0.242
H 0.9640 0.3610 -0.4287 0.021
H 0.0346 1.7669 0.4225 0.062
```

- Relative energy (zero: lowest compared OMol25 entry of this formula, charge and spin): 0.102 eV
- Total charge: -1
- E_HOMO: -2.6382 eV


Molecular formula: CH3OS2
Method: DFT, the ωB97M-V functional and the def2-TZVPD basis

The geometry in XYZ format:
```
7
Properties=species:S:1:pos:R:3:lowdin_charge:R:1
C -0.1417 -0.6461 -0.1584 -0.542
O -2.6876 0.1415 0.2514 -0.692
S 2.0187 0.7538 0.4153 -0.040
S -1.5719 -0.8133 0.6257 0.748
H 1.6341 1.7050 -0.4795 -0.366
H 0.1297 0.0863 -0.9322 -0.026
H 0.6187 -1.2271 0.2777 -0.083
```

- Relative energy (zero: lowest compared OMol25 entry of this formula, charge and spin): 1.023 eV
- Total charge: -1
- E_HOMO: -2.9540 eV


Molecular formula: CH3PS
Method: DFT, the ωB97M-V functional and the def2-TZVPD basis

The geometry in XYZ format:
```
6
Properties=species:S:1:pos:R:3:lowdin_charge:R:1
C -0.3149 1.0724 -0.2413 -0.773
P 0.2472 -0.5615 -0.1408 0.429
S -1.7037 -0.1301 0.1343 0.424
H 0.0594 1.4193 0.7795 -0.042
H 1.2560 -0.6837 0.8603 -0.001
H 0.4559 -1.1163 -1.3920 -0.037
```

- SMILES: C1=[PH2]S1
- Relative energy (zero: lowest compared OMol25 entry of this formula, charge and spin): 3.267 eV
- Total charge: 0
- E_HOMO: -7.7513 eV


Molecular formula: CH3PS
Method: DFT, the ωB97M-V functional and the def2-TZVPD basis

The geometry in XYZ format:
```
6
Properties=species:S:1:pos:R:3:lowdin_charge:R:1
C 0.6491 0.2447 0.3246 -0.808
P -0.4073 -0.5839 -0.9473 0.435
S -0.0926 -1.3082 0.9284 0.399
H 1.6129 0.3176 -0.0295 -0.022
H 0.3226 1.2649 0.4568 0.021
H -2.0846 0.0649 -0.7329 -0.026
```

- Relative energy (zero: lowest compared OMol25 entry of this formula, charge and spin): 1.252 eV
- Total charge: 0
- E_HOMO: -8.8535 eV


Calculated frontier orbital gap in order - 0.2525 0.2433 0.2762 0.3508 hartree